Computed, not measured: the molecule C4H7N3 in a non-equilibrium geometry, with ωB97M-V/def2-TZVPD.

As for the frontier orbital gap: 9.13 eV. For the maximum force, the calculation gives 3.28 eV/Å. Its LUMO energy is 0.34 eV. The energy above the lowest of the compared OMol25 structures with the same formula, charge and spin comes out at 345.1 kJ/mol. As for the SMILES: [H]/N=N\C(=C)/C(C)=N/[H]. The molecular weight comes out at 97.12 g mol⁻¹.

XYZ file:
```
14
Properties=species:S:1:pos:R:3:forces:R:3
H 1.820331 0.715802 1.451120 0.1 -0.3 -0.4
N 1.271955 0.020050 1.996780 -0.1 0.3 0.0
N 0.630786 -0.780010 1.315077 1.5 -1.3 2.4
C 0.492421 -0.877690 -0.033209 -2.9 1.5 0.0
C 0.838813 -1.825177 -0.887991 0.5 0.5 -0.1
C -0.798937 0.090097 -0.059998 1.1 -0.6 -2.5
C -0.475057 1.552520 -0.203273 -0.1 0.2 0.3
N -1.921993 -0.464659 -0.108102 0.0 -0.5 -0.1
H -2.705345 0.167882 -0.255146 0.1 0.3 0.3
H 0.482707 -1.795721 -1.904616 -0.2 -0.1 0.0
H 1.556612 -2.579572 -0.609700 0.2 0.0 0.0
H -0.428407 2.024439 0.782152 0.0 0.1 -0.1
H -1.251988 2.045580 -0.791641 0.0 0.0 0.1
H 0.488103 1.706459 -0.691455 -0.1 -0.1 0.0
```
Positions in Å, forces in eV/Å.